[1]
60
Properties=species:S:1:pos:R:3:forces:R:3 method="wB97M-V/def2-TZVPD" homo_energy_ev=-8.0 lumo_energy_ha=-0.01202 charge=0 orbital_gap_ev=7.7 spin_multiplicity=1 e_above_lowest_kj_mol=554.5 total_energy_ev=-54928.034
C 5.840677 1.981338 -1.247275 0.086 0.183 -0.020
H 6.173185 2.341880 -0.269063 -0.023 -0.006 -0.026
O 5.227593 0.717499 -1.150391 -0.216 -0.275 0.093
C 4.113929 0.601758 -0.374184 -0.183 -0.025 0.083
C 3.562125 -0.677606 -0.301311 0.070 0.004 -0.037
C 2.436541 -0.931558 0.459202 0.149 -0.124 -0.121
C 1.814108 0.109836 1.175050 0.647 -0.120 -0.481
C 2.365951 1.380929 1.073407 -0.215 -0.318 0.085
C 3.501743 1.632324 0.318666 0.369 0.011 -0.232
H 3.882835 2.639290 0.287563 0.065 0.100 -0.019
H 1.909391 2.214649 1.578829 -0.115 0.081 0.091
N 0.673717 -0.122215 1.965615 -0.653 -0.765 -0.004
S -0.340218 -1.457395 1.853602 -0.064 0.227 -0.124
O 0.208642 -2.630206 2.445348 0.074 0.041 -0.030
O -1.601401 -1.015246 2.389953 -0.114 0.024 0.220
C -0.575971 -1.621326 0.067928 -0.028 0.014 0.517
C -0.454628 -0.510977 -0.745865 -0.063 -0.009 -0.019
C -0.526602 -0.655202 -2.123779 0.050 -0.119 0.001
C -0.719629 -1.905351 -2.688856 0.049 0.102 0.102
C -0.873028 -3.017198 -1.877379 -0.013 -0.119 0.384
C -0.817356 -2.861694 -0.500020 0.085 0.627 -0.643
N -1.062453 -4.011017 0.345530 -0.250 -0.097 -0.151
O -1.893355 -3.870675 1.207471 -0.326 -0.140 0.293
O -0.460939 -5.025830 0.085073 0.268 -0.564 -0.030
H -1.041370 -3.999424 -2.292577 -0.016 -0.073 0.010
H -0.758327 -2.016242 -3.761215 -0.019 -0.021 -0.098
H -0.420665 0.214220 -2.752214 0.009 0.073 -0.024
H -0.295125 0.461439 -0.310462 0.048 0.128 0.024
C 0.317774 0.856526 2.980914 -0.261 0.251 0.230
C -0.483216 2.034413 2.388935 0.201 -0.303 0.333
O -0.000822 3.140066 2.229764 0.205 0.342 -0.037
N -1.737866 1.697733 2.073203 -0.571 -0.148 0.003
H -2.017578 0.733058 2.217130 0.123 0.185 0.013
C -2.638125 2.562506 1.338657 0.021 0.150 -0.030
C -2.847439 2.051401 -0.065915 0.003 0.087 -0.006
C -2.250351 2.729677 -1.120947 0.004 0.012 0.031
C -2.398505 2.297366 -2.426191 0.017 -0.001 -0.122
C -3.146278 1.162395 -2.685740 -0.033 0.063 -0.059
C -3.733654 0.475300 -1.639794 -0.036 0.020 0.014
C -3.599275 0.899819 -0.322663 -0.034 0.079 -0.170
C -4.261156 0.116317 0.768572 0.044 -0.043 0.054
H -3.536526 -0.503582 1.297111 -0.058 -0.062 0.040
H -4.735615 0.771414 1.496079 -0.083 0.014 0.104
H -5.019621 -0.542413 0.352315 -0.054 -0.034 0.030
H -4.318162 -0.409699 -1.847464 -0.073 -0.101 -0.002
H -3.277192 0.815300 -3.700287 -0.009 -0.037 -0.095
H -1.937722 2.846271 -3.234213 0.042 0.055 -0.074
H -1.665819 3.613973 -0.912199 0.062 0.110 0.045
H -3.589709 2.622317 1.876414 0.096 0.074 -0.043
H -2.180474 3.554415 1.316977 -0.147 -0.115 0.017
H 1.226612 1.236331 3.454275 -0.129 -0.072 -0.116
H -0.287781 0.343374 3.728709 0.091 0.205 0.081
O 1.857031 -2.162791 0.549137 0.818 0.654 -0.020
C 2.504010 -3.276551 -0.028637 0.052 -0.212 -0.067
H 1.913533 -4.142382 0.266759 0.055 0.042 -0.064
H 2.524665 -3.200536 -1.120921 0.006 0.004 0.055
H 3.521440 -3.385504 0.354334 -0.012 0.040 -0.013
H 4.052444 -1.461686 -0.852620 0.022 -0.145 -0.057
H 5.169844 2.719531 -1.697838 0.017 -0.020 0.027
H 6.706134 1.839665 -1.892513 -0.051 0.064 0.050

[2]
57
Properties=species:S:1:pos:R:3:forces:R:3 method="wB97M-V/def2-TZVPD" homo_energy_ev=-8.6 lumo_energy_ha=0.02011 charge=0 orbital_gap_ev=9.1 spin_multiplicity=1 e_above_lowest_kj_mol=3.7 total_energy_ev=-47675.218
C -5.541957 1.107971 1.683441 0.023 -0.096 -0.137
H -4.667514 1.143053 2.330367 0.069 0.040 0.096
H -5.618669 2.057986 1.157777 -0.008 0.107 0.003
H -6.420455 0.995661 2.315619 -0.066 -0.011 0.077
C -5.478222 -0.051517 0.682258 -0.235 -0.028 -0.067
C -5.269473 -1.384196 1.410588 0.020 0.138 -0.084
H -4.380145 -1.377210 2.038759 0.058 -0.044 0.078
H -5.172332 -2.195887 0.692959 0.014 -0.118 -0.032
H -6.127501 -1.590163 2.047241 -0.067 -0.023 0.074
C -6.785817 -0.108063 -0.109925 0.281 0.014 -0.005
H -7.626264 -0.276347 0.558366 -0.067 -0.022 0.131
H -6.748295 -0.912542 -0.839948 -0.054 -0.035 -0.077
H -6.941903 0.823483 -0.646489 -0.065 0.060 -0.081
C -4.329253 0.182303 -0.312203 -0.253 -0.042 0.492
O -4.507888 0.298517 -1.502016 -0.015 0.025 -0.383
N -3.101647 0.252630 0.283510 0.074 -0.042 0.449
C -1.850030 0.414310 -0.305059 0.379 0.088 -0.248
C -1.666822 0.486448 -1.684133 -0.236 -0.062 -0.111
C -0.394500 0.617467 -2.201240 0.272 0.056 0.273
C 0.710873 0.675487 -1.361564 -0.352 -0.046 0.029
C 0.529758 0.632085 0.014910 -0.081 0.094 -0.131
C -0.740483 0.500564 0.535528 -0.085 0.063 -0.101
H -0.870846 0.445873 1.606782 -0.023 -0.027 0.126
H 1.381335 0.681546 0.676186 0.121 -0.034 0.060
N 2.011287 0.801402 -1.926050 -0.113 0.406 0.040
C 2.693535 -0.223712 -2.471180 -0.245 -0.376 -0.014
O 3.765990 -0.096003 -3.026506 0.341 -0.135 -0.187
C 2.052274 -1.608442 -2.283344 0.055 -0.006 -0.488
N 2.074945 -1.961009 -0.894313 0.559 -0.168 0.521
C 3.149930 -1.985905 -0.058389 -0.363 -0.208 0.818
C 4.514258 -1.780292 -0.230521 0.203 0.007 -0.154
C 5.295518 -1.903657 0.895367 0.000 0.025 -0.141
C 4.749124 -2.221643 2.148887 0.006 -0.023 0.209
C 3.402556 -2.433016 2.325131 -0.101 0.002 -0.054
C 2.587292 -2.314448 1.198750 0.820 0.331 -0.940
N 1.243273 -2.459633 1.018164 -0.399 -0.223 0.640
N 0.966770 -2.248463 -0.201418 -0.799 -0.121 -0.642
H 2.981886 -2.685208 3.285378 -0.028 -0.027 0.115
H 5.416589 -2.306012 2.993354 0.034 -0.014 0.090
H 6.362332 -1.754975 0.816850 0.082 0.013 -0.027
H 4.931002 -1.538345 -1.196225 0.072 0.045 -0.079
H 1.010920 -1.623968 -2.611064 0.144 -0.059 0.068
H 2.639128 -2.326391 -2.865585 -0.096 0.165 0.065
C 2.601763 2.135536 -1.914945 0.248 0.158 -0.125
C 3.000368 2.519134 -0.524386 -0.088 0.288 0.043
C 2.459168 3.541513 0.190564 0.189 0.025 0.224
S 3.113498 3.648501 1.775828 0.055 -0.296 -0.330
C 4.124284 2.286990 1.481409 -0.164 0.267 0.198
C 3.964458 1.795763 0.229796 0.014 0.033 0.034
H 4.501717 0.948452 -0.156613 0.126 -0.175 -0.040
H 4.777394 1.937862 2.255870 0.175 -0.123 0.136
H 1.712751 4.244006 -0.121993 -0.215 0.125 -0.136
H 1.877528 2.850261 -2.316254 0.081 -0.080 -0.011
H 3.479122 2.093373 -2.566697 -0.186 0.078 0.047
H -0.249707 0.667901 -3.270781 0.016 0.012 -0.115
H -2.519755 0.433371 -2.338652 -0.013 -0.004 -0.004
H -3.073126 0.147623 1.287868 -0.113 0.004 -0.194

[3]
59
Properties=species:S:1:pos:R:3:forces:R:3 method="wB97M-V/def2-TZVPD" homo_energy_ev=-7.1 lumo_energy_ha=-0.00329 charge=0 orbital_gap_ev=7.1 spin_multiplicity=1 e_above_lowest_kj_mol=0.0 total_energy_ev=-134077.834
Pd 0.317574 -0.195039 -0.659713 0.140 0.002 0.084
C -3.380477 -4.664825 -0.154119 -0.005 0.001 -0.005
S -2.752905 -3.673720 -1.519880 0.006 0.004 0.008
C -2.092714 -2.303921 -0.651598 0.008 -0.020 0.053
S -1.577656 -1.009590 -1.733425 -0.042 -0.024 -0.026
N -2.059235 -2.321673 0.634811 0.032 0.051 -0.063
N -1.485926 -1.163311 1.138212 -0.076 -0.057 0.031
C -2.281099 -0.184854 1.269852 0.044 -0.033 -0.021
C -1.695413 1.159582 1.413117 0.062 -0.009 -0.041
C -2.236288 2.138276 2.234187 -0.013 -0.011 -0.003
C -1.650614 3.390836 2.263028 -0.003 0.011 0.008
C -0.547825 3.629524 1.459539 0.007 0.008 0.004
C -0.076158 2.605764 0.657660 -0.016 -0.024 0.001
N -0.635930 1.394584 0.621003 -0.042 0.055 0.002
H -3.830647 -5.549084 -0.602328 0.002 0.001 -0.002
H -4.129788 -4.115229 0.410939 0.001 0.002 0.001
H -2.569573 -4.956660 0.508382 0.001 0.002 0.001
H -3.353366 -0.290261 1.107742 -0.016 0.011 0.020
H -3.098879 1.905231 2.843559 0.001 -0.002 0.002
H -2.047967 4.168968 2.901122 -0.002 -0.001 0.000
H -0.059121 4.593247 1.441378 -0.001 0.000 -0.002
H 0.778384 2.755999 0.011396 -0.003 0.007 -0.001
C 6.973235 0.577676 -3.070095 0.006 0.002 -0.010
C 5.643875 -0.058534 -2.769016 0.005 0.018 0.002
C 5.484037 -0.911973 -1.688442 -0.006 -0.001 0.003
C 4.257277 -1.501515 -1.391677 0.000 -0.004 0.001
C 4.170978 -2.460673 -0.235806 -0.008 0.016 0.019
C 3.146743 -1.198595 -2.187206 0.013 0.006 0.014
Se 1.426855 -1.975643 -1.819124 -0.083 0.021 -0.016
C 3.291948 -0.350316 -3.296600 -0.010 0.008 0.011
C 2.123032 0.012566 -4.169308 -0.013 0.018 0.011
C 4.538492 0.197063 -3.570865 0.002 -0.011 -0.001
H 7.697631 0.367298 -2.283547 0.001 -0.001 0.000
H 6.877462 1.661734 -3.160425 -0.007 -0.001 0.006
H 7.382418 0.207624 -4.012476 0.000 -0.001 0.002
H 6.337912 -1.130955 -1.054889 0.001 -0.001 0.002
H 5.074563 -2.412471 0.372967 0.003 -0.004 -0.003
H 4.048630 -3.485791 -0.591378 0.007 -0.001 -0.011
H 3.302047 -2.254971 0.387909 -0.003 -0.017 -0.001
H 1.355165 0.539714 -3.594892 0.005 -0.009 -0.008
H 1.633382 -0.876447 -4.566841 0.006 0.000 -0.007
H 2.441852 0.648892 -4.995208 0.004 -0.004 -0.004
H 4.643861 0.859762 -4.424776 0.001 0.000 0.001
N 1.433078 -0.996521 2.179346 0.007 -0.083 0.033
C 2.282130 -0.166029 1.564191 0.015 0.027 0.039
N 2.063661 0.371388 0.394145 -0.026 0.019 -0.065
C 3.080750 1.253561 0.038510 -0.007 -0.014 0.008
C 3.116379 2.023879 -1.116149 0.007 -0.038 -0.001
C 4.199021 2.859407 -1.323410 0.032 0.012 0.001
C 5.238939 2.936541 -0.397462 -0.009 0.013 -0.034
C 5.207809 2.180041 0.762185 -0.018 -0.029 0.037
C 4.118527 1.348354 0.968190 0.000 0.025 -0.005
S 3.777190 0.313944 2.333654 0.004 0.003 -0.036
H 0.549222 -1.244902 1.734197 0.008 0.048 -0.034
H 1.726435 -1.500870 2.995851 -0.018 0.018 0.010
H 2.317172 1.938919 -1.842043 -0.006 -0.012 -0.009
H 4.245552 3.450443 -2.228902 0.001 0.003 0.002
H 6.078977 3.591958 -0.585017 -0.001 0.000 0.002
H 6.008641 2.239582 1.487325 0.002 0.000 -0.002